28
Properties=species:S:1:pos:R:3:forces:R:3 method="wB97M-V/def2-TZVPD" max_force_ev_per_a=4.0 homo_energy_ev="-14.77 / -17.57" charge=+2 spin_multiplicity=3 s2=2.023
C 0.471295 1.566958 -0.780560 -1.0 -0.2 1.3
C 0.675453 -1.555646 -0.171733 0.7 1.3 -0.2
C 1.594091 -0.499478 -0.149978 0.7 -3.3 2.0
C 2.938822 1.279745 -0.563410 0.7 1.8 2.4
C 3.422771 0.613173 0.693162 0.9 -1.7 0.7
C -1.113973 -0.137836 -0.707401 0.4 -1.9 -1.3
C -2.188928 -0.067639 1.442807 2.3 0.4 -0.6
C -3.540781 0.051239 -0.765571 -1.0 0.1 -2.0
N -0.741669 1.101682 -0.548236 1.7 1.6 -1.0
N 0.427096 -2.728019 -0.126738 -0.4 0.1 0.0
N 1.570221 0.775570 -0.565761 -1.0 2.6 -2.5
N 2.796148 -0.729614 0.470491 -1.1 -1.3 0.1
N -2.322381 -0.468144 -0.016194 -1.3 -1.9 0.7
H 0.601456 2.683221 -0.889618 0.1 -1.5 -0.1
H 2.987228 2.382164 -0.405402 -0.2 -0.8 -0.6
H 3.648072 0.914685 -1.264472 -0.3 -0.1 -1.8
H 4.533563 0.466025 0.718146 -1.1 0.6 0.4
H 2.903273 0.980230 1.586387 0.9 0.4 0.1
H -0.972934 -0.807402 -1.562517 0.2 0.9 -0.2
H -1.257283 -0.694878 1.881097 -2.7 1.2 -0.8
H -1.821515 1.006669 1.402905 -1.2 -1.2 0.6
H -3.198176 -0.294931 1.739883 0.1 0.3 1.5
H -3.678096 1.112826 -0.852296 1.1 0.8 0.7
H -3.614688 -0.214390 -1.870843 0.9 -0.5 1.5
H -4.485936 -0.245790 -0.360988 -0.2 -0.9 0.8
H -0.056400 -3.330218 0.524120 0.1 -0.3 0.1
H 2.893005 -1.631658 1.034448 0.2 2.0 -1.0
H -2.469742 -1.528540 0.108283 0.5 1.8 -1.1


30
Properties=species:S:1:pos:R:3:forces:R:3 method="wB97M-V/def2-TZVPD" e_above_lowest_ev=4.628 max_force_ev_per_a=4.8 homo_energy_ev="-12.14 / -11.77" charge=+1 spin_multiplicity=1
C 3.122236 2.017991 -0.345186 -0.6 1.5 -2.9
C 2.368321 0.826945 0.086653 0.2 0.8 -0.5
C 2.747419 -0.450853 0.044018 1.0 -2.3 -0.6
N 1.701443 -1.257076 0.556374 1.4 0.9 -0.9
C 1.532583 -2.684501 0.404126 -1.6 -0.9 -0.1
N 0.685312 -0.498279 0.886629 0.4 1.1 0.6
C 1.049582 0.791344 0.548068 -1.2 -1.5 1.2
N 0.297307 1.828980 1.012600 1.4 0.1 -1.0
N -0.893950 2.016596 1.083073 0.2 1.8 2.0
N -1.910085 1.531801 0.531900 -2.8 -1.6 -1.5
C -2.278791 0.509247 -0.522623 3.8 2.1 -2.0
C -1.505528 0.837499 -1.842663 1.7 0.2 -0.3
N -2.003510 -0.766296 0.002805 -0.1 -1.4 1.8
C -2.849636 -1.366973 1.088832 -0.2 0.7 0.4
O -0.880508 -1.305506 -0.137142 -1.3 0.6 -1.2
H 2.678403 2.417885 -1.407495 0.8 -0.8 2.6
H 2.928040 2.760690 0.422107 0.4 0.6 -0.2
H 4.208826 1.919319 -0.579668 -0.9 -0.3 0.7
H 3.752171 -0.766962 -0.382756 -1.7 -0.3 0.9
H 1.244836 -3.220176 1.349550 0.7 0.7 -0.7
H 0.646060 -2.862804 -0.279840 1.4 0.2 0.6
H 2.439695 -3.058729 -0.050672 0.0 -0.3 0.2
H -2.797255 1.916264 0.804074 0.3 0.7 1.0
H -3.244670 0.800810 -0.767101 -2.3 -0.6 0.4
H -0.966172 1.911946 -1.796745 -1.2 -2.7 -0.1
H -2.082646 0.731849 -2.788517 -0.2 0.5 1.0
H -0.795878 -0.015321 -1.963606 0.2 1.2 0.1
H -2.187739 -1.963949 1.725815 -0.3 -0.2 -0.6
H -3.415087 -0.702752 1.798070 0.8 0.1 -1.1
H -3.590766 -1.898995 0.519329 -0.3 -0.8 0.2


25
Properties=species:S:1:pos:R:3:forces:R:3 method="wB97M-V/def2-TZVPD" e_above_lowest_ev=4.226 max_force_ev_per_a=2.7 homo_energy_ev="-7.20 / -7.20" charge=0 spin_multiplicity=1 smiles="CC(C)=C(C)CN(C)C=O"
C -1.654318 -0.298553 1.496871 0.2 -0.1 -0.1
C -1.079020 -0.272363 0.098724 0.3 -1.8 0.0
C -2.130294 -0.327002 -0.991391 0.2 0.7 -0.1
C 0.180549 -0.841781 -0.140479 -2.3 -0.5 -0.4
C 0.786466 -1.968530 0.628255 0.3 0.6 0.7
C 0.984279 -0.227701 -1.250525 -0.4 0.3 0.7
N 1.101128 0.987190 -0.459621 0.8 0.3 -1.1
C 2.332184 1.456032 0.142069 -0.6 0.7 -0.2
C -0.168431 1.735750 -0.344659 1.8 1.4 -1.3
O -0.700437 2.238118 -1.338800 0.3 -1.3 1.5
H -2.429231 0.470437 1.578166 0.1 -0.1 0.1
H -0.884090 -0.089298 2.246038 -0.1 0.0 0.0
H -2.110817 -1.258771 1.747743 -0.2 -0.1 0.1
H -1.695131 -0.432153 -1.986619 -0.1 0.0 0.1
H -2.808344 -1.170411 -0.821534 0.1 0.0 0.0
H -2.717874 0.592974 -0.982900 -0.1 0.0 -0.1
H 0.371204 -2.078081 1.631130 0.0 0.1 0.0
H 1.873446 -1.895931 0.691839 0.1 0.0 0.1
H 0.561002 -2.900846 0.092596 0.0 0.2 -0.1
H 0.451951 -0.075060 -2.190720 0.2 0.0 0.0
H 1.960687 -0.692937 -1.396617 -0.2 0.0 -0.1
H 2.178584 1.548287 1.219479 0.3 0.1 0.2
H 3.178777 0.787906 -0.033210 -0.3 -0.1 -0.1
H 2.587515 2.442542 -0.261140 0.3 0.0 0.1
H -0.169782 2.270181 0.625306 -0.6 -0.5 0.1


25
Properties=species:S:1:pos:R:3:forces:R:3 method="wB97M-V/def2-TZVPD" e_above_lowest_ev=3.320 max_force_ev_per_a=4.7 homo_energy_ev=-9.82 charge=0 spin_multiplicity=1
H -3.458880 -0.888223 1.843387 0.0 1.5 -4.3
N -3.202937 -0.435110 0.736802 -0.9 -1.0 1.6
C -1.969865 -0.361190 0.900568 -2.2 -0.7 4.1
O -1.896500 -0.937785 2.427550 3.0 1.2 -2.3
C -0.821022 0.336311 0.219822 0.4 -0.7 0.1
C 0.021745 1.086267 1.267337 0.0 0.1 0.1
C -1.378593 1.332580 -0.803672 -0.3 0.1 0.0
C 0.003236 -0.774529 -0.486343 0.2 -0.1 -0.1
C 1.229708 -0.287829 -1.224091 -0.1 0.2 -0.2
C 2.565605 -0.209033 -0.537375 0.1 0.2 0.2
C 2.314799 -1.268822 -1.574677 0.0 -0.2 -0.1
H -1.122980 -0.502438 2.802569 0.1 -0.2 0.7
H -0.608482 1.760417 1.863816 0.1 -0.1 -0.2
H 0.543561 0.403625 1.954084 -0.1 0.1 -0.2
H 0.784586 1.688738 0.758436 -0.2 -0.2 0.1
H -0.563130 1.951815 -1.198755 -0.2 -0.2 0.0
H -1.875174 0.811967 -1.632893 0.1 0.2 0.2
H -2.109802 2.004233 -0.335251 0.2 -0.2 -0.1
H 0.322643 -1.523972 0.255551 -0.1 0.2 -0.1
H -0.659319 -1.294715 -1.196930 0.1 0.1 0.2
H 1.041570 0.478271 -1.979338 0.1 -0.2 0.2
H 3.227909 0.619900 -0.791586 -0.2 -0.3 0.1
H 2.614065 -0.523247 0.506970 0.0 0.1 -0.3
H 2.195425 -2.298098 -1.230590 0.0 0.3 -0.1
H 2.801834 -1.169135 -2.545394 -0.1 0.0 0.3


26
Properties=species:S:1:pos:R:3:forces:R:3 method="wB97M-V/def2-TZVPD" e_above_lowest_ev=2.203 max_force_ev_per_a=1.6 homo_energy_ev=-9.51 charge=0 spin_multiplicity=1 smiles="C=CN(CCCC)C(=O)OC"
C 1.754075 -1.514327 1.773549 -0.6 0.6 -0.4
C 0.926832 -0.809277 0.997342 1.0 -1.1 0.6
N 0.614754 -1.209236 -0.347974 0.1 1.3 -0.1
C -0.821433 -1.381590 -0.599373 -0.1 0.1 0.0
C -1.634983 -0.117367 -0.929158 -0.6 -0.4 0.2
C -2.505827 0.412801 0.222156 0.6 0.5 -0.4
C -1.793883 1.438081 1.131012 -0.5 -0.6 0.0
C 1.296833 -0.592057 -1.372528 0.5 -0.3 -0.7
O 0.897978 -0.480864 -2.509157 -0.1 -0.1 0.6
O 2.558854 -0.178802 -1.013957 -0.4 -0.1 0.1
C 2.643744 1.239929 -0.894138 0.3 -0.1 0.2
H 2.404588 -2.284006 1.391093 -0.3 -0.4 -0.1
H 1.789741 -1.291136 2.828589 0.4 0.3 0.1
H 0.488748 0.092478 1.404407 -0.6 -0.1 -0.1
H -0.942650 -2.111353 -1.391988 0.2 -0.1 -0.2
H -1.241928 -1.821132 0.300065 0.0 -0.2 0.1
H -1.036619 0.680556 -1.355704 0.2 0.0 0.0
H -2.333171 -0.406728 -1.712592 0.1 0.0 -0.2
H -2.897796 -0.432163 0.781925 -0.1 0.0 0.2
H -3.351630 0.915370 -0.238343 -0.2 0.0 0.0
H -1.564922 1.003005 2.098945 0.2 0.0 0.2
H -2.455438 2.279360 1.310210 0.1 0.2 0.1
H -0.880707 1.790627 0.663444 0.1 0.2 0.0
H 3.698208 1.479427 -0.840495 0.2 0.0 -0.1
H 2.191217 1.739729 -1.744075 -0.1 0.1 -0.1
H 2.195416 1.558675 0.046747 -0.2 0.1 0.0


28
Properties=species:S:1:pos:R:3:forces:R:3 method="wB97M-V/def2-TZVPD" e_above_lowest_ev=4.636 max_force_ev_per_a=6.1 homo_energy_ev=-8.84 charge=0 spin_multiplicity=1
C -2.563810 -1.572260 -0.728951 2.8 1.9 0.1
C -1.344461 -2.373751 -1.178165 -0.9 0.5 2.1
C -2.422969 -0.001482 -0.598174 0.2 -1.3 -0.7
C -0.175591 -2.133838 -0.223096 -3.8 4.7 1.0
C -0.952123 0.398608 -0.087527 -2.8 -1.4 -3.3
C 0.112610 -0.613862 -0.491498 1.9 -0.4 2.1
C 1.374998 -0.196416 0.416930 -1.4 0.3 -2.6
C 2.031774 0.981806 -0.191460 1.1 -1.1 0.4
N 2.009134 2.182293 0.227584 0.6 1.7 0.6
O 2.652231 3.194086 -0.175554 -0.4 -0.8 -0.3
O 1.210683 2.438820 1.381806 0.7 0.9 0.2
S 2.154064 3.413058 2.541528 -0.6 -0.1 -0.4
S 3.497223 2.336092 3.366362 0.3 -0.1 0.0
H -3.304607 -1.858595 -1.347740 -3.0 -0.4 -2.2
H -2.872385 -1.875430 0.220109 -0.2 -0.9 1.8
H -1.615615 -3.404352 -1.136939 -0.3 -0.9 -0.3
H -1.054530 -2.106617 -2.179968 0.2 0.0 -0.5
H -2.692494 0.510210 -1.556261 0.4 -0.4 0.7
H -3.261645 0.170876 0.103373 0.8 0.9 -0.1
H -0.353133 -2.196552 0.902377 -0.1 -0.6 -1.5
H 0.486248 -2.756382 -0.614364 4.0 -2.4 -0.8
H -0.765037 1.349730 -0.549592 0.5 0.5 0.0
H -1.051230 0.527347 0.917356 0.2 0.3 3.0
H 0.312615 -0.467058 -1.534115 0.4 -0.1 -0.7
H 2.048517 -1.023892 0.525178 0.5 -0.3 0.1
H 0.887837 0.073163 1.298229 -0.1 0.2 1.9
H 2.806091 0.818335 -0.917516 -0.1 0.2 -0.7
H 2.845607 4.186062 1.610087 -0.7 -0.8 0.2